# 1
Below is an isolated molecule of C5H8O, with properties calculated with ωB97M-V with the def2-TZVPD basis set.

Last column: Mulliken charge in e.
Geometry (Å):
O: -0.898 1.814 -0.194  -0.587
C: 0.639 0.064 0.739  -0.510
C: -1.125 -0.656 -0.295  -0.797
C: 0.326 -1.114 -0.171  -0.062
C: -0.776 0.608 0.533  0.183
C: 1.310 -0.068 -0.595  -0.609
H: -1.792 -1.316 0.268  0.255
H: 1.188 0.065 1.676  0.365
H: 1.084 0.636 -1.394  0.213
H: 0.637 -2.147 -0.050  0.343
H: 2.352 -0.373 -0.547  0.268
H: -1.348 0.682 1.465  0.307
H: -0.056 2.281 -0.145  0.342
H: -1.541 -0.477 -1.291  0.287

Results
HOMO-LUMO gap (Eh): 0.397
Structure (SMILES): O[C@H]1C[C@H]2C[C@H]21
Energy relative to the best compared isomer or geometry (same formula, charge and spin) (kJ/mol): 186.3
Charge: 0
Energy (hartree): -270.48693


# 2
Below is an isolated molecule of C5H8O at a distorted geometry, with properties calculated with ωB97M-V with the def2-TZVPD basis set.

Last column: Mulliken charge in e.
Geometry (Å):
O: -0.894 -0.014 -1.328  -0.426
C: -0.272 0.263 0.952  -0.101
C: 0.451 0.459 -1.334  -0.478
C: -0.199 -1.225 0.833  -0.711
C: 0.760 0.969 0.092  -0.526
C: -1.188 -0.382 -0.014  -0.242
H: -2.017 -1.017 0.159  0.475
H: 1.109 -0.373 -1.619  0.256
H: 1.776 0.696 0.399  0.267
H: -0.602 0.733 1.868  0.362
H: 0.652 2.054 0.171  0.315
H: 0.556 1.246 -2.089  0.313
H: 0.599 -1.737 0.315  0.212
H: -0.626 -1.772 1.679  0.284

Results
HOMO-LUMO gap (Eh): 0.363
Structure (SMILES): C1C[C@@H]2C[C@@H]2O1
Energy relative to the best compared isomer or geometry (same formula, charge and spin) (kJ/mol): 204.7
Charge: 0
Energy (hartree): -270.47992


# 3
Below is an isolated molecule of C5H8O at a distorted geometry, with properties calculated with ωB97M-V with the def2-TZVPD basis set.

Last column: Mulliken charge in e.
Geometry (Å):
O: 1.810 -1.118 0.037  -0.563
C: -0.409 -0.216 -0.098  0.759
C: -1.417 0.659 -0.397  -0.864
C: 1.486 1.295 0.171  -1.366
C: -0.861 -1.640 0.149  -1.243
C: 1.065 -0.143 0.034  0.702
H: -1.829 -1.683 0.694  0.368
H: -1.111 1.671 -0.529  0.281
H: -1.219 -2.045 -0.915  0.245
H: 2.550 1.241 0.644  0.330
H: -0.120 -2.210 0.760  0.319
H: 0.895 2.005 0.733  0.380
H: 1.683 1.710 -0.723  0.388
H: -2.521 0.473 -0.560  0.264

Results
HOMO-LUMO gap (Eh): 0.359
Structure (SMILES): C=C(C)C(C)=O
Energy relative to the best compared isomer or geometry (same formula, charge and spin) (kJ/mol): 191.7
Charge: 0
Energy (hartree): -270.48486


# 4
Below is an isolated molecule of C5H8O at a distorted geometry, with properties calculated with ωB97M-V with the def2-TZVPD basis set.

Last column: Mulliken charge in e.
Geometry (Å):
O: 1.002 -0.454 0.622  -0.424
C: -0.610 0.196 -0.827  -0.461
C: 0.744 1.903 0.408  -1.127
C: 0.179 -1.683 0.348  -0.440
C: 0.397 0.551 -0.040  0.513
C: -1.030 -1.183 -0.400  -0.403
H: -1.972 -1.114 0.220  0.251
H: -0.756 -1.222 -1.541  0.298
H: 0.724 1.944 1.507  0.296
H: 0.048 -2.160 1.326  0.293
H: 0.025 2.621 0.012  0.302
H: 1.749 2.113 0.073  0.277
H: -1.277 0.814 -1.410  0.401
H: 0.778 -2.325 -0.299  0.224

Results
HOMO-LUMO gap (Eh): 0.321
Structure (SMILES): CC1=CCCO1
Energy relative to the best compared isomer or geometry (same formula, charge and spin) (kJ/mol): 294.4
Charge: 0
Energy (hartree): -270.44575


# 5
Below is an isolated molecule of C5H8O at a distorted geometry, with properties calculated with ωB97M-V with the def2-TZVPD basis set.

Last column: Mulliken charge in e.
Geometry (Å):
O: -0.117 0.876 0.748  -0.379
C: 1.205 1.104 -1.166  -0.636
C: -0.284 -0.430 0.753  0.772
C: 0.445 1.608 -0.267  -0.123
C: -0.358 -1.068 1.902  -1.003
C: -0.741 -0.942 -0.657  -0.955
H: -0.163 -0.514 2.841  0.273
H: -1.618 -0.251 -0.954  0.268
H: 0.119 2.663 -0.219  0.367
H: 1.354 0.009 -1.116  0.302
H: 1.860 1.704 -1.818  0.276
H: -0.617 -2.136 1.841  0.239
H: 0.099 -0.694 -1.326  0.256
H: -1.184 -1.927 -0.561  0.343

Results
HOMO-LUMO gap (Eh): 0.362
Structure (SMILES): C=COC(=C)C
Energy relative to the best compared isomer or geometry (same formula, charge and spin) (kJ/mol): 264.0
Charge: 0
Energy (hartree): -270.45733


# 6
Below is a structure of composition C5H8O, with properties calculated with ωB97M-V with the def2-TZVPD basis set.

Last column: Mulliken charge in e.
Geometry (Å):
O: 1.213 0.468 -1.055  -0.283
C: -0.046 -0.493 0.854  0.158
C: -0.388 0.937 1.205  -1.316
C: -0.092 0.107 -1.572  -0.428
C: 1.354 -0.755 -0.399  -0.460
C: -0.151 -1.012 -0.558  -0.316
H: 0.179 1.625 0.566  0.350
H: -0.113 1.143 2.242  0.371
H: -1.453 1.158 1.083  0.296
H: -0.593 -1.989 -0.743  0.382
H: -0.312 -1.258 1.580  0.521
H: 1.206 -0.587 0.947  0.193
H: -0.831 0.916 -1.527  0.256
H: 0.023 -0.260 -2.596  0.276

Results
HOMO-LUMO gap (Eh): 0.349
Energy relative to the best compared isomer or geometry (same formula, charge and spin) (kJ/mol): 453.2
Charge: 0
Energy (hartree): -270.38530


# 7
Below is a cluster of 2 separate species, C5H8O in total, with properties calculated with ωB97M-V with the def2-TZVPD basis set.

Last column: Mulliken charge in e.
Geometry (Å):
O: -1.293 0.206 0.080  -0.377
C: -0.449 1.179 0.548  -0.199
C: -0.700 -0.795 -0.647  -0.184
C: 0.839 1.281 0.238  -0.419
C: 1.517 0.327 -0.712  -0.281
C: 0.573 -0.805 -1.026  -0.440
H: 2.450 -0.057 -0.276  0.274
H: -0.976 1.852 1.216  0.367
H: 1.411 2.087 0.688  0.321
H: 0.934 -1.664 -1.583  0.325
H: -2.246 -1.146 1.778  -0.243
H: 1.815 0.849 -1.634  0.246
H: -1.411 -1.586 -0.859  0.382
H: -2.461 -1.728 2.189  0.226

Results
HOMO-LUMO gap (Eh): 0.348
Structure (SMILES): C1=COC=CC1.[H][H]
Energy relative to the best compared isomer or geometry (same formula, charge and spin) (kJ/mol): 217.3
Charge: 0
Energy (hartree): -270.47514


# 8
Below is a structure of composition C5H8O at a distorted geometry, with properties calculated with ωB97M-V with the def2-TZVPD basis set.

Last column: Mulliken charge in e.
Geometry (Å):
O: -1.920 1.468 0.556  -0.518
C: -1.111 0.561 -0.179  0.850
C: -1.798 -0.807 -0.129  -1.206
C: 0.280 0.508 0.280  0.044
C: 2.710 -0.311 -0.225  -0.992
C: 1.375 -0.051 0.097  -0.360
H: -1.777 -1.208 0.889  0.317
H: -2.844 -0.695 -0.433  0.329
H: -1.064 0.895 -1.231  0.122
H: -1.301 -1.513 -0.800  0.336
H: 3.222 -1.231 -0.006  0.313
H: 3.245 0.375 -0.896  0.232
H: -1.322 2.101 0.973  0.323
H: 2.305 -0.094 1.103  0.211

Results
HOMO-LUMO gap (Eh): 0.328
Energy relative to the best compared isomer or geometry (same formula, charge and spin) (kJ/mol): 479.0
Charge: 0
Energy (hartree): -270.37545


# 9
Below is a structure of composition C5H8O at a distorted geometry, with properties calculated with ωB97M-V with the def2-TZVPD basis set.

Last column: Mulliken charge in e.
Geometry (Å):
O: -0.110 -0.292 -0.379  -0.283
C: 0.104 -1.717 -0.131  0.029
C: 0.215 -2.434 -1.353  -0.592
C: -0.870 0.398 0.584  -0.288
C: 0.793 2.318 0.131  -0.679
C: -0.249 1.796 0.782  -0.217
H: -0.588 2.485 1.544  0.301
H: 1.204 3.314 0.334  0.258
H: 0.381 -3.556 -1.266  0.246
H: -1.862 0.325 0.184  0.300
H: 0.105 -1.954 -2.566  0.209
H: 1.380 1.696 -0.567  0.229
H: -0.805 -0.137 1.588  0.270
H: 0.301 -2.241 1.113  0.218

Results
HOMO-LUMO gap (Eh): 0.369
Energy relative to the best compared isomer or geometry (same formula, charge and spin) (kJ/mol): 431.9
Charge: 0
Energy (hartree): -270.39338


# 10
Below is an isolated molecule of C5H8O at a distorted geometry, with properties calculated with ωB97M-V with the def2-TZVPD basis set.

Last column: Mulliken charge in e.
Geometry (Å):
O: 1.106 -0.700 0.383  -0.591
C: 0.687 -1.168 -1.241  -0.202
C: -0.347 0.550 0.636  0.516
C: -0.694 -0.674 -1.498  -0.229
C: -0.385 1.392 1.846  -1.205
C: -1.040 0.254 -0.366  -0.515
H: 1.543 -0.717 -1.734  0.266
H: 0.484 2.042 1.988  0.316
H: -1.401 -1.511 -1.540  0.274
H: 0.757 -2.229 -1.045  0.211
H: -1.258 2.059 1.793  0.295
H: -0.487 0.817 2.771  0.276
H: -0.735 -0.133 -2.446  0.266
H: 1.768 0.017 0.454  0.322

Results
HOMO-LUMO gap (Eh): 0.309
Structure (SMILES): CC#CCCO
Energy relative to the best compared isomer or geometry (same formula, charge and spin) (kJ/mol): 476.8
Charge: 0
Energy (hartree): -270.37629